{"formula": "C31H48FeN5OP", "method": "ωB97M-V with the def2-TZVPD basis set", "e_homo_ha": [-0.395, -0.404], "spin_multiplicity": 6, "s2": 8.7671, "total_charge": 1, "e_above_lowest_kcal_mol": 0.0, "orbital_gap_ev": [8.66, 8.23], "symbols": ["Fe", "N", "C", "C", "C", "C", "C", "C", "C", "C", "C", "C", "C", "C", "H", "H", "H", "H", "H", "H", "H", "H", "H", "H", "N", "P", "N", "C", "C", "C", "C", "C", "N", "C", "C", "C", "C", "C", "N", "C", "C", "C", "C", "C", "H", "H", "H", "H", "H", "H", "H", "H", "H", "H", "H", "H", "H", "H", "H", "H", "H", "H", "H", "H", "H", "H", "H", "H", "H", "H", "H", "H", "H", "H", "C", "C", "C", "O", "C", "H", "H", "H", "H", "H", "H", "H", "H"], "coordinates": [[0.263, -0.159, 0.094], [1.014, -0.745, 2.016], [-0.031, -1.584, 2.589], [-0.555, -1.233, 3.822], [-1.544, -2.007, 4.408], [-2.001, -3.138, 3.748], [-1.478, -3.470, 2.508], [-0.488, -2.704, 1.891], [-0.008, -3.087, 0.531], [0.174, -4.439, 0.238], [0.508, -4.844, -1.045], [0.653, -3.900, -2.051], [0.493, -2.553, -1.753], [0.176, -2.110, -0.465], [1.260, -0.014, 2.675], [1.849, -1.302, 1.847], [-0.175, -0.358, 4.337], [-1.945, -1.732, 5.373], [-2.772, -3.753, 4.190], [-1.865, -4.332, 1.981], [0.060, -5.181, 1.019], [0.647, -5.895, -1.259], [0.898, -4.214, -3.058], [0.615, -1.831, -2.556], [-0.995, 1.088, 0.111], [-2.297, 1.672, -0.562], [-3.659, 0.928, -0.033], [-4.772, 0.490, -0.870], [-4.938, -1.024, -0.794], [-5.074, -1.477, 0.657], [-3.915, -0.960, 1.504], [-3.791, 0.550, 1.375], [-2.458, 3.278, -0.255], [-1.286, 4.139, -0.106], [-1.199, 4.680, 1.316], [-2.493, 5.393, 1.698], [-3.701, 4.484, 1.488], [-3.723, 3.942, 0.064], [-2.237, 1.504, -2.207], [-2.695, 2.504, -3.169], [-1.672, 2.650, -4.290], [-1.389, 1.301, -4.948], [-0.985, 0.258, -3.908], [-2.025, 0.184, -2.798], [-4.606, 0.820, -1.895], [-5.693, 0.977, -0.522], [-4.062, -1.499, -1.247], [-5.810, -1.326, -1.378], [-5.133, -2.566, 0.709], [-6.016, -1.095, 1.067], [-2.975, -1.412, 1.173], [-4.050, -1.231, 2.554], [-2.926, 0.921, 1.924], [-4.684, 1.037, 1.790], [-1.361, 4.971, -0.820], [-0.395, 3.566, -0.357], [-0.346, 5.358, 1.401], [-1.021, 3.838, 1.992], [-2.607, 6.288, 1.077], [-2.448, 5.736, 2.732], [-4.629, 5.023, 1.690], [-3.658, 3.640, 2.184], [-3.875, 4.769, -0.642], [-4.541, 3.239, -0.079], [-2.843, 3.451, -2.653], [-3.663, 2.204, -3.594], [-0.748, 3.059, -3.866], [-2.034, 3.369, -5.027], [-0.618, 1.402, -5.713], [-2.293, 0.956, -5.461], [-0.016, 0.525, -3.470], [-0.873, -0.725, -4.371], [-1.727, -0.520, -2.020], [-2.971, -0.189, -3.217], [2.741, 1.793, -2.776], [3.848, 0.941, -2.157], [3.068, -0.060, -1.325], [1.851, 0.649, -0.932], [1.765, 1.931, -1.628], [2.272, 1.269, -3.611], [3.093, 2.760, -3.132], [4.488, 1.553, -1.521], [4.476, 0.447, -2.896], [3.581, -0.374, -0.417], [2.767, -0.941, -1.890], [2.059, 2.712, -0.925], [0.725, 2.069, -1.916]]}



{"formula": "C31H49BiClO2P2", "method": "ωB97M-V with the def2-TZVPD basis set", "e_homo_ha": [-0.361, -0.361], "total_charge": 1, "e_above_lowest_kcal_mol": 1.2, "orbital_gap_ev": [4.30, 4.16], "symbols": ["Bi", "C", "C", "C", "C", "C", "C", "H", "H", "H", "C", "H", "H", "H", "C", "H", "H", "H", "C", "H", "H", "H", "C", "H", "H", "H", "C", "C", "C", "C", "C", "C", "C", "C", "H", "H", "H", "H", "H", "H", "H", "H", "H", "H", "H", "H", "P", "C", "H", "H", "H", "C", "H", "H", "H", "C", "H", "H", "H", "P", "C", "H", "H", "H", "C", "H", "H", "H", "C", "H", "H", "H", "Cl", "C", "C", "C", "C", "C", "C", "C", "O", "O", "H", "H", "H", "H"], "coordinates": [[-1.768, 0.008, -0.454], [0.555, -3.226, -0.386], [-0.370, -3.008, -1.444], [1.559, -1.847, -1.932], [1.760, -2.552, -0.716], [0.244, -2.135, -2.397], [0.302, -4.012, 0.839], [-0.768, -4.014, 1.092], [0.851, -3.602, 1.701], [0.612, -5.063, 0.715], [3.002, -2.542, 0.073], [2.930, -3.219, 0.930], [3.185, -1.526, 0.450], [3.870, -2.830, -0.539], [2.541, -0.968, -2.593], [3.174, -1.523, -3.303], [3.193, -0.498, -1.845], [2.044, -0.164, -3.152], [-0.363, -1.617, -3.642], [-0.353, -2.381, -4.436], [0.191, -0.742, -4.009], [-1.412, -1.313, -3.501], [-1.708, -3.628, -1.512], [-1.624, -4.722, -1.617], [-2.286, -3.255, -2.363], [-2.285, -3.449, -0.591], [-3.262, 0.509, 1.278], [-3.255, -0.934, 1.146], [-4.417, -1.691, 0.559], [-4.575, -1.632, -0.987], [-3.635, -0.709, -1.731], [-3.747, 0.717, -1.597], [-4.761, 1.357, -0.674], [-4.441, 1.342, 0.836], [-5.361, -1.369, 1.032], [-5.624, -1.376, -1.209], [-4.267, -2.750, 0.837], [-5.338, 0.999, 1.381], [-2.653, 0.930, 2.080], [-2.635, -1.506, 1.860], [-4.278, 2.381, 1.168], [-4.892, 2.410, -0.984], [-3.472, 1.334, -2.459], [-5.749, 0.892, -0.819], [-4.437, -2.654, -1.378], [-3.275, -1.095, -2.696], [0.036, 0.048, 2.977], [1.613, -0.712, 3.527], [1.724, -0.596, 4.613], [2.453, -0.226, 3.013], [1.602, -1.776, 3.253], [0.147, 1.678, 3.813], [0.558, 1.534, 4.821], [-0.856, 2.126, 3.866], [0.807, 2.326, 3.213], [-1.110, -0.805, 4.130], [-2.128, -0.428, 3.975], [-0.795, -0.629, 5.166], [-1.095, -1.882, 3.914], [-0.430, 2.609, -1.394], [-0.854, 2.396, -3.174], [-1.315, 3.314, -3.566], [-1.549, 1.555, -3.317], [0.069, 2.171, -3.729], [-1.610, 3.920, -0.876], [-2.651, 3.587, -1.003], [-1.436, 4.832, -1.467], [-1.443, 4.143, 0.189], [1.121, 3.567, -1.547], [0.963, 4.517, -2.079], [1.856, 2.960, -2.094], [1.519, 3.754, -0.539], [8.578, 1.757, 0.674], [6.868, 1.694, 0.743], [6.108, 2.803, 0.325], [4.713, 2.740, 0.387], [4.072, 1.585, 0.852], [4.834, 0.495, 1.279], [6.231, 0.530, 1.211], [2.556, 1.515, 0.863], [1.968, 2.545, 1.283], [2.012, 0.445, 0.448], [6.608, 3.696, -0.043], [4.104, 3.595, 0.094], [4.327, -0.383, 1.673], [6.822, -0.329, 1.515]]}



{"formula": "C31H49BrO2P2Rh", "method": "ωB97M-V with the def2-TZVPD basis set", "e_homo_ha": [-0.317, -0.390], "spin_multiplicity": 5, "s2": 6.0607, "total_charge": 1, "orbital_gap_ev": [6.04, 6.21], "symbols": ["Rh", "C", "C", "C", "C", "C", "C", "H", "H", "H", "C", "H", "H", "H", "C", "H", "H", "H", "C", "H", "H", "H", "C", "H", "H", "H", "C", "C", "C", "C", "C", "C", "C", "C", "H", "H", "H", "H", "H", "H", "H", "H", "H", "H", "H", "H", "P", "C", "H", "H", "H", "C", "H", "H", "H", "C", "H", "H", "H", "P", "C", "H", "H", "H", "C", "H", "H", "H", "C", "H", "H", "H", "Br", "C", "C", "C", "C", "C", "C", "C", "O", "O", "H", "H", "H", "H"], "coordinates": [[0.177, -0.030, 0.636], [-1.557, 0.254, 1.937], [-0.340, 0.820, 2.468], [-1.121, 2.228, 0.813], [-2.080, 1.237, 1.003], [0.048, 1.927, 1.629], [-2.213, -0.968, 2.457], [-1.463, -1.727, 2.704], [-2.901, -1.390, 1.713], [-2.793, -0.742, 3.362], [-3.428, 1.183, 0.372], [-4.028, 0.359, 0.773], [-3.382, 1.061, -0.722], [-3.976, 2.118, 0.558], [-1.273, 3.424, -0.063], [-1.981, 4.147, 0.369], [-1.658, 3.160, -1.059], [-0.313, 3.937, -0.196], [1.303, 2.711, 1.742], [1.783, 2.511, 2.705], [1.095, 3.784, 1.661], [2.015, 2.444, 0.950], [0.583, 0.017, 3.336], [-0.308, -0.168, 4.218], [1.351, 0.678, 3.770], [0.207, -0.865, 4.058], [-0.289, -1.573, -0.885], [0.047, -2.364, 0.214], [1.361, -3.064, 0.359], [2.658, -2.214, 0.168], [2.553, -0.726, 0.296], [2.093, 0.151, -0.674], [1.635, -0.262, -2.046], [0.614, -1.426, -2.089], [1.421, -3.917, -0.340], [3.135, -2.507, -0.783], [1.397, -3.501, 1.363], [1.151, -2.364, -2.283], [-1.353, -1.312, -1.021], [-0.756, -2.747, 0.870], [-0.036, -1.250, -2.954], [1.174, 0.612, -2.524], [2.387, 1.205, -0.569], [2.490, -0.531, -2.684], [3.351, -2.541, 0.959], [3.131, -0.293, 1.124], [-5.559, -0.772, -1.457], [-7.330, -0.732, -0.893], [-7.959, -1.424, -1.466], [-7.730, 0.280, -1.004], [-7.374, -1.008, 0.165], [-5.970, -0.430, -3.231], [-6.756, -1.097, -3.607], [-5.065, -0.561, -3.832], [-6.307, 0.607, -3.327], [-5.462, -2.609, -1.617], [-6.330, -3.018, -2.152], [-5.413, -3.040, -0.610], [-4.541, -2.857, -2.157], [-0.012, 4.975, -2.446], [1.208, 6.211, -1.809], [1.503, 6.924, -2.589], [2.093, 5.674, -1.451], [0.761, 6.757, -0.970], [0.862, 4.578, -4.019], [1.125, 5.490, -4.571], [0.203, 3.955, -4.634], [1.770, 4.013, -3.781], [-1.175, 6.222, -3.173], [-0.671, 6.871, -3.899], [-1.599, 6.841, -2.376], [-1.991, 5.695, -3.676], [3.239, -5.897, 1.620], [4.468, -5.017, 2.759], [5.822, -5.275, 2.723], [6.695, -4.576, 3.575], [6.210, -3.610, 4.470], [4.851, -3.329, 4.532], [3.975, -4.035, 3.686], [2.603, -3.793, 3.636], [1.476, -3.768, 3.918], [1.172, -0.848, 2.392], [6.199, -6.027, 2.027], [7.763, -4.794, 3.537], [6.900, -3.071, 5.121], [4.439, -2.581, 5.209]]}



{"formula": "C31H49Cl2IN9O3S", "method": "ωB97M-V with the def2-TZVPD basis set", "e_homo_ha": -0.374, "total_charge": 1, "e_above_lowest_kcal_mol": 90.4, "orbital_gap_ev": 6.33, "symbols": ["C", "C", "C", "C", "I", "C", "C", "N", "N", "C", "C", "C", "O", "C", "N", "C", "C", "O", "Cl", "N", "C", "Cl", "C", "O", "N", "C", "S", "H", "H", "H", "H", "H", "H", "H", "H", "H", "H", "H", "H", "H", "H", "H", "H", "H", "H", "H", "H", "H", "C", "C", "C", "C", "N", "H", "H", "H", "H", "H", "H", "H", "C", "C", "C", "C", "N", "H", "H", "H", "H", "H", "H", "H", "C", "C", "C", "C", "N", "H", "H", "H", "H", "H", "H", "H", "C", "C", "C", "C", "N", "H", "H", "H", "H", "H", "H", "H"], "coordinates": [[-1.050, -0.125, -0.306], [-0.210, -1.057, -1.024], [0.112, -0.981, -2.626], [1.207, -2.184, -2.838], [0.499, -4.166, -2.318], [1.988, -2.086, -4.237], [3.306, -3.049, -4.228], [0.928, 0.265, -2.796], [1.683, 0.616, -1.695], [1.401, 1.958, -1.118], [3.146, 0.541, -1.884], [4.025, 1.283, -2.978], [3.778, -0.171, -1.049], [0.297, 1.335, -3.509], [0.889, 2.294, -4.225], [0.195, 3.372, -4.976], [0.226, 4.779, -4.160], [-0.603, 5.045, -3.284], [1.562, 5.981, -4.593], [-1.200, 1.369, -3.531], [-1.529, 0.222, -4.423], [-0.766, 0.273, -6.076], [-1.178, -1.125, -3.563], [-1.108, -2.179, -4.552], [-2.477, -1.370, -2.810], [-2.732, -2.626, -2.689], [-3.199, -4.204, -2.985], [-0.582, 0.662, 0.385], [-2.184, -0.230, -0.399], [0.297, -1.864, -0.372], [2.007, -1.959, -2.033], [1.349, -2.471, -5.110], [2.376, -1.046, -4.491], [3.047, -4.137, -4.434], [3.992, -2.618, -5.045], [3.890, -2.907, -3.243], [0.313, 2.169, -0.863], [1.842, 2.828, -1.743], [1.979, 2.010, -0.109], [5.145, 1.118, -2.890], [3.675, 0.929, -4.024], [3.746, 2.403, -2.941], [1.926, 2.306, -4.280], [0.843, 3.573, -5.911], [-0.836, 3.108, -5.367], [-1.586, 1.214, -2.585], [-2.672, 0.246, -4.585], [-1.849, -2.128, -5.191], [-4.812, -2.732, 0.196], [-5.017, -3.080, 1.663], [-4.640, -1.927, 2.589], [-3.190, -1.591, 2.402], [-2.049, -1.326, 2.257], [-3.762, -2.522, -0.026], [-5.117, -3.567, -0.439], [-5.405, -1.856, -0.086], [-4.422, -3.964, 1.909], [-6.066, -3.345, 1.825], [-4.812, -2.207, 3.631], [-5.247, -1.044, 2.369], [-1.912, 2.992, 3.695], [-1.213, 1.818, 4.374], [0.307, 1.988, 4.440], [0.870, 2.091, 3.054], [1.310, 2.172, 1.963], [-1.601, 3.098, 2.652], [-2.994, 2.841, 3.696], [-1.698, 3.930, 4.215], [-1.460, 0.898, 3.834], [-1.604, 1.711, 5.389], [0.759, 1.130, 4.946], [0.570, 2.889, 5.001], [-7.162, -2.026, 7.198], [-6.483, -3.204, 7.889], [-4.959, -3.071, 7.935], [-4.410, -3.005, 6.539], [-3.979, -2.953, 5.443], [-6.861, -1.945, 6.150], [-8.247, -2.150, 7.215], [-6.919, -1.084, 7.700], [-6.759, -4.127, 7.369], [-6.865, -3.284, 8.911], [-4.522, -3.929, 8.450], [-4.669, -2.166, 8.476], [9.327, 2.760, 0.333], [8.174, 1.767, 0.218], [7.634, 1.646, -1.209], [7.116, 2.977, -1.675], [6.709, 4.022, -2.040], [9.014, 3.773, 0.070], [9.698, 2.792, 1.360], [10.157, 2.475, -0.320], [7.371, 2.077, 0.893], [8.516, 0.784, 0.554], [6.821, 0.915, -1.243], [8.421, 1.310, -1.891]]}



{"formula": "C31H49CrFN7O4", "method": "ωB97M-V with the def2-TZVPD basis set", "e_homo_ha": [-0.458, -0.448], "spin_multiplicity": 2, "s2": 0.7579, "total_charge": 2, "e_above_lowest_kcal_mol": 0.0, "orbital_gap_ev": [8.00, 7.72], "symbols": ["Cr", "C", "C", "N", "C", "C", "N", "C", "C", "N", "H", "H", "H", "H", "H", "H", "H", "H", "H", "H", "H", "H", "H", "H", "H", "F", "C", "C", "C", "C", "O", "C", "C", "N", "C", "C", "C", "C", "C", "C", "N", "C", "C", "N", "C", "C", "C", "O", "O", "H", "H", "H", "H", "H", "H", "H", "H", "H", "H", "H", "H", "H", "H", "H", "H", "H", "H", "C", "C", "C", "O", "H", "H", "H", "H", "H", "H", "H", "C", "C", "C", "C", "C", "N", "H", "H", "H", "H", "H", "H", "H", "H", "H"], "coordinates": [[2.878, 2.052, 0.953], [2.931, 4.493, 2.508], [4.380, 4.041, 2.613], [4.544, 2.644, 2.128], [5.810, 2.430, 1.390], [5.597, 2.572, -0.139], [4.221, 3.004, -0.438], [4.034, 4.473, -0.500], [2.663, 4.857, 0.038], [2.320, 4.053, 1.233], [2.871, 5.579, 2.623], [2.352, 4.034, 3.305], [4.716, 4.131, 3.648], [5.032, 4.680, 2.024], [4.516, 2.018, 2.926], [6.162, 1.424, 1.608], [6.570, 3.126, 1.747], [5.742, 1.602, -0.609], [6.325, 3.259, -0.573], [3.904, 2.589, -1.309], [4.136, 4.834, -1.525], [4.836, 4.936, 0.070], [1.894, 4.637, -0.700], [2.636, 5.926, 0.267], [1.310, 4.091, 1.336], [-2.195, -4.704, -1.134], [-2.405, -3.371, -1.140], [-1.345, -2.536, -0.920], [-1.513, -1.155, -0.975], [-0.319, -0.286, -0.772], [0.765, -0.802, -0.526], [-0.595, 1.134, -0.905], [-1.870, 1.542, -1.162], [-2.950, 0.744, -1.297], [-4.237, 1.321, -1.614], [-4.663, 2.556, -0.886], [-5.331, 1.248, -0.587], [-2.784, -0.636, -1.241], [-3.862, -1.506, -1.440], [-3.689, -2.879, -1.398], [-4.822, -3.712, -1.633], [-5.366, -3.736, -2.986], [-6.895, -3.830, -2.875], [-7.224, -4.449, -1.541], [-6.303, -5.595, -1.242], [-4.886, -5.035, -1.021], [0.417, 2.246, -0.797], [0.054, 3.403, -0.975], [1.624, 1.891, -0.509], [-0.358, -2.936, -0.730], [-2.056, 2.602, -1.274], [-4.510, 1.232, -2.659], [-5.203, 3.301, -1.451], [-3.998, 2.954, -0.133], [-6.344, 1.092, -0.935], [-5.089, 0.775, 0.355], [-4.853, -1.113, -1.616], [-4.968, -4.581, -3.561], [-5.097, -2.826, -3.514], [-7.337, -4.458, -3.646], [-7.372, -2.852, -2.893], [-8.200, -4.743, -1.511], [-7.083, -3.737, -0.823], [-6.358, -6.260, -2.102], [-6.677, -6.123, -0.369], [-4.176, -5.748, -1.443], [-4.673, -4.936, 0.043], [0.192, 2.321, 3.684], [0.613, 1.384, 2.561], [0.242, -0.060, 2.856], [2.027, 1.430, 2.368], [-0.869, 2.195, 3.904], [0.346, 3.370, 3.430], [0.757, 2.097, 4.591], [0.109, 1.684, 1.636], [0.706, -0.386, 3.789], [0.584, -0.704, 2.045], [-0.841, -0.163, 2.952], [5.345, -2.777, 0.236], [3.888, -2.362, -0.013], [3.478, -2.643, -1.464], [2.940, -3.066, 0.965], [3.773, -0.913, 0.223], [3.678, 0.210, 0.417], [5.434, -3.849, 0.063], [5.648, -2.571, 1.264], [6.028, -2.265, -0.442], [3.538, -3.718, -1.633], [4.148, -2.147, -2.167], [2.460, -2.304, -1.649], [3.006, -4.139, 0.784], [1.913, -2.737, 0.812], [3.223, -2.873, 2.000]]}



E_tot, respectively: -86096.8973; -73966.6865; -128649.3854; -96459.2541; -82690.5756 eV.
Largest force on an atom, respectively: 0.13; 2.05; 5.26; 5.67; 0.58 eV/A.